# 1
Here is a structure of composition C16H40F9N5O12PPdS2 from the Open Molecules 2025 dataset. Energies are from wB97M-V/def2-TZVPD.

As for the HOMO energy (spin up / spin down): -16.8 / -16.8 eV. The calculation puts the energy above the lowest of the compared OMol25 structures with the same formula, charge and spin at 66.9 kcal/mol. As for the total energy: -3973.8751 Ha. The gap between HOMO and LUMO (spin up / spin down) is 8.7 / 6.4 eV.

```
! RIJCOSX wB97M-V def2-TZVPD def2/J DEFGRID3
* xyz 3 3
Pd -0.016 -1.015 -2.779
S 0.247 -0.503 -0.047
O 1.437 -0.176 0.655
O -0.860 -0.536 0.865
O 0.037 0.454 -1.161
O 0.351 -1.778 -0.725
C -0.112 2.741 1.823
C -0.229 1.876 3.044
O -0.973 2.213 3.967
N 0.677 0.565 3.161
H 0.793 0.120 2.262
H 1.623 0.735 3.469
C 0.115 -0.533 4.086
H -0.295 2.257 0.863
H 0.781 3.362 1.902
H -0.984 3.394 1.810
H -0.825 -0.870 3.650
H -0.040 -0.117 5.081
H 0.939 -1.240 4.188
C 0.210 6.653 -2.692
C -0.482 5.778 -1.565
O -0.281 5.794 -0.371
N -1.646 4.895 -2.030
H -2.223 4.778 -1.209
H -2.156 5.331 -2.784
C -1.114 3.543 -2.496
H 1.297 6.712 -2.633
H -0.096 7.699 -2.662
H -0.035 6.228 -3.665
H -1.875 2.921 -2.966
H -0.572 3.036 -1.697
H -0.404 3.682 -3.311
C 1.950 -5.140 1.160
C 0.682 -4.333 1.580
O 0.576 -3.771 2.643
N -0.356 -4.034 0.457
H 0.007 -3.244 -0.057
H -0.389 -4.746 -0.259
C -1.790 -3.649 0.882
H 2.115 -5.930 1.893
H 2.884 -4.579 1.121
H 1.901 -5.734 0.247
H -2.237 -3.165 0.013
H -1.687 -2.823 1.586
H -2.373 -4.509 1.211
C 4.359 -1.365 1.344
C 4.846 -0.032 0.863
O 5.980 0.341 0.963
N 3.798 0.746 0.033
H 3.894 0.408 -0.914
H 2.872 0.421 0.270
C 3.919 2.254 0.181
H 4.691 -1.628 2.349
H 4.904 -2.076 0.724
H 3.292 -1.559 1.238
H 4.876 2.665 -0.143
H 3.627 2.681 1.141
H 3.184 2.696 -0.491
C -5.832 -0.341 0.305
C -4.537 -1.038 0.627
O -4.332 -2.194 0.472
N -3.482 -0.137 1.299
H -2.541 -0.402 1.046
H -3.592 0.823 1.005
C -3.606 -0.227 2.865
H -6.649 -0.979 -0.030
H -5.691 0.350 -0.526
H -6.103 0.145 1.243
H -4.486 0.329 3.190
H -2.754 0.263 3.336
H -3.554 -1.283 3.129
C 4.114 -3.377 -2.424
F 5.417 -3.363 -2.519
F 3.570 -4.374 -3.147
F 3.789 -3.563 -1.117
S 3.395 -1.656 -3.166
O 3.660 -1.717 -4.581
O 1.980 -1.532 -2.920
O 4.149 -0.555 -2.459
P -3.127 -0.425 -3.080
F -2.265 -1.378 -1.984
F -4.532 -1.183 -2.699
F -3.376 0.773 -1.933
F -3.901 0.424 -4.272
F -1.723 0.290 -3.472
F -2.803 -1.568 -4.258
*
```

Löwdin population analysis, charges in e, atoms 1 to 5: number 1, Pd, carries 1.275; number 2, S, carries 0.247; number 3, O, carries -0.310; number 4, O, carries -0.302; number 5, O, carries -0.360

***

# 2
Here is an isolated molecule of C5H12O2 from the Open Molecules 2025 dataset. Energies are from wB97M-V/def2-TZVPD.

As for the HOMO energy: -9.8 eV. The calculation puts the energy above the lowest of the compared OMol25 structures with the same formula, charge and spin at 40.2 kcal/mol. As for the total energy: -348.1407 Ha. The gap between HOMO and LUMO is 10.9 eV. Its SMILES is CCOCCOC.

```
! RIJCOSX wB97M-V def2-TZVPD def2/J DEFGRID3
* xyz 0 1
C 3.018 0.844 -0.286
C 2.336 -0.528 -0.354
O 0.940 -0.392 -0.613
C 0.032 -0.616 0.450
C -1.286 -0.114 -0.104
O -2.327 -0.282 0.828
C -3.542 0.210 0.310
H 2.506 1.504 0.434
H 3.012 1.332 -1.268
H 4.067 0.761 0.013
H 2.469 -1.138 0.551
H 2.794 -1.117 -1.165
H -0.026 -1.688 0.686
H 0.263 -0.075 1.390
H -1.153 0.948 -0.365
H -1.465 -0.678 -1.032
H -3.835 -0.331 -0.603
H -3.472 1.282 0.070
H -4.331 0.078 1.058
*
```

Löwdin population analysis, charges in e, atoms 1 to 5: number 1, C, carries -0.077; number 2, C, carries -0.264; number 3, O, carries -0.170; number 4, C, carries -0.202; number 5, C, carries -0.232

***

# 3
Here is a structure of composition C44H42IrN6O2P2S from the Open Molecules 2025 dataset. Energies are from wB97M-V/def2-TZVPD.

As for the HOMO energy (spin up / spin down): -11.4 / -13.2 eV. The calculation puts the energy above the lowest of the compared OMol25 structures with the same formula, charge and spin at 54.2 kcal/mol. As for the total energy: -3365.4769 Ha. The gap between HOMO and LUMO (spin up / spin down) is 6.0 / 4.7 eV.

```
! RIJCOSX wB97M-V def2-TZVPD def2/J DEFGRID3
* xyz 2 6
Ir 0.104 -0.764 0.005
C 3.156 2.491 0.848
N 2.106 1.590 0.384
P 2.323 -0.106 0.330
C 2.679 -0.629 2.023
C 1.512 -1.301 2.697
C 1.647 -1.368 4.188
C 2.779 -0.981 4.820
C 3.873 -0.437 4.111
C 3.788 -0.240 2.727
C 3.850 -0.316 -0.611
C 4.830 -1.218 -0.194
C 5.991 -1.368 -0.937
C 6.166 -0.637 -2.103
C 5.175 0.232 -2.541
C 4.014 0.389 -1.804
P 0.414 1.891 0.121
C 0.480 1.984 -1.726
C 1.338 2.894 -2.341
C 1.414 2.948 -3.725
C 0.645 2.093 -4.503
C -0.174 1.153 -3.897
C -0.252 1.100 -2.512
C 0.274 3.647 0.615
C -0.274 4.571 -0.278
C -0.327 5.914 0.052
C 0.134 6.352 1.286
C 0.658 5.437 2.185
C 0.728 4.091 1.855
H 4.101 2.199 0.385
H 3.271 2.454 1.933
H 2.927 3.512 0.556
H 1.446 -2.341 2.333
H 0.805 -1.774 4.735
H 2.845 -1.060 5.898
H 4.760 -0.129 4.645
H 4.614 0.233 2.209
H 4.691 -1.785 0.717
H 6.756 -2.053 -0.600
H 7.076 -0.749 -2.678
H 5.309 0.786 -3.460
H 3.236 1.065 -2.143
H 1.947 3.557 -1.740
H 2.081 3.658 -4.197
H 0.691 2.153 -5.582
H -0.754 0.467 -4.501
H -0.896 0.369 -2.028
H -0.646 4.244 -1.241
H -0.725 6.626 -0.661
H 0.082 7.401 1.546
H 1.018 5.765 3.151
H 1.139 3.399 2.573
O 0.783 1.222 3.850
S -0.218 0.736 2.883
N 0.255 -0.678 2.229
C -5.257 2.444 -0.363
N -4.009 3.170 -0.134
C -4.086 4.628 -0.030
C -2.875 2.549 -0.041
N -1.859 1.992 0.042
H -5.984 2.727 0.398
H -5.085 1.372 -0.306
H -5.663 2.691 -1.345
H -4.756 4.901 0.785
H -4.473 5.047 -0.959
H -3.100 5.042 0.168
N -6.165 -4.043 1.127
C -5.569 -3.526 0.034
O -5.911 -3.755 -1.108
C -4.366 -2.647 0.263
C -4.143 -1.603 -0.630
C -2.949 -0.921 -0.586
N -1.962 -1.229 0.269
C -2.209 -2.188 1.176
C -3.388 -2.906 1.214
H -6.976 -4.627 0.990
H -5.952 -3.746 2.062
H -4.893 -1.367 -1.372
H -2.763 -0.104 -1.271
H -1.421 -2.382 1.890
H -3.510 -3.693 1.945
C -2.465 -5.503 -1.635
C -2.515 -4.224 -2.192
C -1.515 -3.307 -1.921
C -0.428 -3.632 -1.099
C 0.584 -2.679 -0.741
C 1.808 -3.194 -0.262
C 1.943 -4.520 0.124
C 0.875 -5.394 -0.010
C -0.317 -4.977 -0.642
C -1.372 -5.878 -0.882
H -3.271 -6.198 -1.824
H -3.350 -3.953 -2.824
H -1.534 -2.329 -2.387
H 2.675 -2.557 -0.172
H 2.885 -4.864 0.531
H 0.972 -6.425 0.307
H -1.297 -6.880 -0.477
*
```

Löwdin population analysis, charges in e, atoms 1 to 5: number 1, Ir, carries 1.002; number 2, C, carries -0.105; number 3, N, carries -0.440; number 4, P, carries 0.867; number 5, C, carries -0.290

***

# 4
Here is a structure of composition C8H7CaN2O5S from the Open Molecules 2025 dataset. Energies are from wB97M-V/def2-TZVPD.

As for the HOMO energy: -11.1 eV. The calculation puts the energy above the lowest of the compared OMol25 structures with the same formula, charge and spin at 29.0 kcal/mol. As for the total energy: -1870.2754 Ha. The gap between HOMO and LUMO is 6.9 eV.

```
! RIJCOSX wB97M-V def2-TZVPD def2/J DEFGRID3
* xyz 1 1
O 3.064 -3.420 -4.664
C 2.636 -2.419 -4.234
Ca 0.698 -1.241 -0.847
O 1.984 -4.392 -2.037
C 1.623 -3.306 -1.830
C 0.734 0.990 -1.738
O 0.697 2.106 -2.052
C -0.909 -1.302 -2.811
O -1.802 -1.351 -3.530
C 3.083 -0.485 -0.967
O 4.131 -0.079 -0.740
H 1.510 -0.359 -2.593
S -0.226 -1.370 1.456
C -0.960 0.099 1.851
N -2.003 0.240 2.712
C -2.427 1.658 2.824
C -1.266 2.411 2.226
N -0.418 1.377 1.664
H -2.504 -0.569 3.059
H -2.565 1.876 3.853
H -3.372 1.869 2.347
H -0.650 2.911 2.938
H -1.633 3.210 1.589
H 0.577 1.547 1.523
*
```

Löwdin population analysis, charges in e, atoms 1 to 5: number 1, O, carries 0.026; number 2, C, carries 0.031; number 3, Ca, carries 0.623; number 4, O, carries 0.114; number 5, C, carries -0.041

***

# 5
Here is a cluster of 10 separate species, C50H115N5O10 in total from the Open Molecules 2025 dataset. Energies are from wB97M-V/def2-TZVPD.

As for the HOMO energy (spin up / spin down): 0.7 / -5.6 eV. As for the total energy: -2999.7187 Ha. The gap between HOMO and LUMO (spin up / spin down) is 1.4 / 7.7 eV.

```
! RIJCOSX wB97M-V def2-TZVPD def2/J DEFGRID3
* xyz -1 2
C 1.034 -0.459 -0.672
C 0.071 -0.420 0.526
C -0.851 -1.717 0.558
C 0.044 -2.934 0.920
C 0.605 -2.773 2.305
C 1.506 -1.505 2.411
N 0.748 -0.380 1.798
O 1.318 0.751 2.039
C 1.648 -1.269 3.970
C 2.987 -1.872 1.845
C -0.896 0.750 0.303
H 1.569 -1.381 -0.899
H 1.753 0.361 -0.643
H 0.549 -0.226 -1.620
H -1.549 -1.806 1.390
H -1.496 -1.769 -0.319
H 0.908 -3.158 0.295
H -0.556 -3.843 0.948
H 1.354 -3.500 2.619
H -0.230 -2.797 3.006
H 2.152 -2.095 4.472
H 2.170 -0.344 4.214
H 0.670 -1.221 4.448
H 3.654 -1.052 2.112
H 3.339 -2.802 2.292
H 3.058 -2.032 0.769
H -1.410 0.610 -0.648
H -0.497 1.764 0.344
H -1.744 0.759 0.989
H 0.796 1.131 2.749
C -4.872 -0.005 -1.013
C -5.739 0.888 -0.052
C -7.148 1.143 -0.783
C -8.196 1.698 0.145
C -8.394 0.956 1.427
C -7.046 0.630 2.186
N -5.944 0.177 1.285
O -4.790 -0.032 1.846
C -6.632 1.938 3.004
C -7.385 -0.457 3.241
C -4.972 2.224 0.112
H -3.886 -0.268 -0.629
H -4.688 0.337 -2.031
H -5.371 -0.955 -1.206
H -7.068 1.630 -1.755
H -7.539 0.163 -1.054
H -9.163 1.796 -0.348
H -7.865 2.703 0.403
H -8.645 -0.064 1.137
H -9.179 1.419 2.025
H -7.242 1.948 3.907
H -5.610 1.880 3.378
H -6.732 2.922 2.546
H -7.342 -1.462 2.822
H -6.630 -0.483 4.027
H -8.309 -0.169 3.743
H -4.193 2.131 0.870
H -5.609 2.968 0.589
H -4.614 2.636 -0.831
H -4.719 -0.980 1.978
C 0.527 -0.317 -5.574
C 1.176 1.085 -5.645
C 0.675 1.840 -6.904
C -0.717 2.487 -6.643
C -0.778 3.245 -5.383
C -0.400 2.481 -4.107
N 0.872 1.875 -4.359
O 1.577 1.448 -3.244
C -0.387 3.436 -2.953
C -1.594 1.481 -3.854
C 2.734 1.044 -5.863
H 0.474 -0.656 -4.540
H 1.073 -1.074 -6.137
H -0.434 -0.265 -6.086
H 1.288 2.708 -7.146
H 0.582 1.145 -7.738
H -1.505 1.737 -6.578
H -0.976 3.076 -7.522
H -1.734 3.722 -5.163
H -0.095 4.082 -5.529
H -1.321 3.957 -2.742
H -0.347 2.998 -1.956
H 0.434 4.135 -3.111
H -1.693 0.717 -4.626
H -1.355 0.925 -2.948
H -2.564 1.937 -3.654
H 3.126 0.639 -4.930
H 3.163 2.003 -6.152
H 2.987 0.466 -6.752
H 2.066 2.236 -2.994
C 4.318 3.401 4.244
C 4.106 4.908 3.862
C 5.589 5.442 3.745
C 6.311 5.129 2.464
C 5.421 5.680 1.345
C 4.026 4.990 1.184
N 3.384 4.988 2.581
O 2.036 4.515 2.572
C 3.204 5.817 0.281
C 4.173 3.631 0.524
C 3.394 5.654 5.001
H 3.391 2.919 4.555
H 4.916 3.371 5.155
H 4.668 2.747 3.445
H 5.774 6.437 4.150
H 6.201 4.955 4.504
H 6.756 4.140 2.355
H 7.144 5.820 2.334
H 5.965 5.617 0.402
H 5.282 6.760 1.296
H 3.216 6.907 0.296
H 3.562 5.691 -0.741
H 2.174 5.491 0.425
H 4.451 3.663 -0.529
H 4.939 3.062 1.050
H 3.319 2.953 0.531
H 3.313 6.685 4.654
H 3.792 5.606 6.015
H 2.424 5.207 5.215
H 2.181 3.571 2.665
C -2.292 -4.943 -1.371
C -1.725 -4.387 -2.680
C -0.152 -4.487 -2.698
C 0.422 -5.914 -2.781
C -0.008 -6.641 -3.992
C -1.526 -6.634 -4.081
N -2.133 -5.345 -3.798
O -3.504 -5.250 -4.072
C -1.807 -6.823 -5.569
C -2.145 -7.751 -3.347
C -2.066 -2.970 -3.117
H -1.527 -5.511 -0.842
H -3.249 -5.409 -1.606
H -2.530 -4.024 -0.836
H 0.313 -3.944 -3.520
H 0.223 -4.045 -1.775
H -0.037 -6.484 -1.973
H 1.506 -5.880 -2.672
H 0.294 -7.686 -3.914
H 0.577 -6.236 -4.818
H -2.836 -6.840 -5.927
H -1.465 -5.915 -6.066
H -1.218 -7.573 -6.097
H -1.785 -8.754 -3.575
H -2.194 -7.562 -2.275
H -3.206 -7.825 -3.585
H -3.090 -2.977 -3.488
H -1.432 -2.535 -3.890
H -2.038 -2.275 -2.277
H -3.544 -4.794 -4.916
C -1.879 4.271 2.152
O -1.050 5.415 2.030
H -2.135 4.109 3.199
H -2.822 4.619 1.730
H -1.592 3.350 1.644
H -0.199 5.203 1.639
C 4.599 -3.914 4.921
O 5.938 -4.100 4.452
H 4.525 -2.847 5.130
H 3.893 -4.095 4.110
H 4.285 -4.710 5.595
H 5.922 -4.960 4.027
C 6.766 -0.637 4.180
O 7.594 0.462 3.982
H 5.987 -0.727 3.423
H 7.429 -1.494 4.299
H 6.248 -0.567 5.137
H 8.249 0.332 4.672
C 3.671 -5.446 1.429
O 4.841 -5.488 2.138
H 3.666 -4.473 0.938
H 3.638 -6.191 0.634
H 2.854 -5.512 2.147
H 5.470 -4.883 1.738
C -1.200 1.081 4.582
O 0.059 1.719 4.316
H -1.937 1.685 5.112
H -1.656 0.653 3.690
H -0.886 0.175 5.101
H 0.428 1.951 5.172
*
```

Löwdin population analysis, charges in e, atoms 1 to 5: number 1, C, carries -0.023; number 2, C, carries -0.454; number 3, C, carries -0.089; number 4, C, carries -0.203; number 5, C, carries -0.187

***

# 6
Here is a structure of composition C32H37Cl5CrN3SSi from the Open Molecules 2025 dataset. Energies are from wB97M-V/def2-TZVPD.

As for the HOMO energy (spin up / spin down): -7.5 / -7.5 eV. The calculation puts the energy above the lowest of the compared OMol25 structures with the same formula, charge and spin at 0.0 kcal/mol. As for the total energy: -5439.0189 Ha. The gap between HOMO and LUMO (spin up / spin down) is 7.4 / 7.8 eV.

```
! RIJCOSX wB97M-V def2-TZVPD def2/J DEFGRID3
* xyz 0 2
Cr 0.663 0.009 0.773
Cl 1.061 -0.049 3.292
C 2.639 0.438 2.644
C 2.658 0.464 1.266
C 3.841 0.956 0.727
Cl 3.953 1.199 -0.994
C 4.933 1.317 1.518
Cl 6.388 1.893 0.798
C 4.850 1.227 2.910
Cl 6.187 1.663 3.900
C 3.663 0.798 3.498
Cl 3.484 0.712 5.205
C 0.896 5.627 -0.395
Si 0.923 4.810 -2.073
C 2.525 5.259 -2.942
C -0.539 5.416 -3.085
C 0.831 2.918 -2.081
C 0.954 2.303 -3.319
C 0.944 0.915 -3.463
C 0.807 0.153 -2.329
N 0.664 0.712 -1.123
C 0.681 2.055 -0.973
S 0.524 2.489 0.694
H 0.986 6.709 -0.542
H 1.724 5.294 0.232
H -0.029 5.429 0.147
H 2.634 6.345 -3.013
H 2.577 4.852 -3.955
H 3.380 4.870 -2.384
H -0.505 6.503 -3.207
H -1.481 5.163 -2.592
H -0.555 4.968 -4.082
H 1.073 2.914 -4.210
H 1.053 0.443 -4.429
H 0.814 -0.928 -2.353
C -2.795 -4.716 2.461
C -2.311 -3.844 1.333
C -3.111 -3.621 0.216
C -2.664 -2.841 -0.843
C -3.551 -2.565 -2.028
C -1.390 -2.281 -0.777
C -0.583 -2.461 0.339
C -1.056 -3.254 1.386
N 0.697 -1.826 0.438
C 1.863 -2.789 0.359
C 2.862 -2.280 -0.680
C 1.441 -4.193 -0.090
C 2.560 -2.912 1.718
H -3.880 -4.664 2.564
H -2.346 -4.420 3.411
H -2.532 -5.762 2.286
H -4.102 -4.063 0.171
H -4.268 -3.372 -2.185
H -2.967 -2.441 -2.940
H -4.116 -1.642 -1.872
H -1.034 -1.666 -1.596
H -0.430 -3.400 2.261
H 2.459 -2.400 -1.689
H 3.787 -2.859 -0.621
H 3.098 -1.234 -0.523
H 0.827 -4.157 -0.993
H 0.888 -4.735 0.677
H 2.345 -4.762 -0.318
H 3.087 -1.997 1.976
H 3.293 -3.724 1.681
H 1.846 -3.136 2.511
C -5.792 0.404 1.421
C -4.301 0.317 1.280
C -3.519 -0.333 2.224
C -2.147 -0.383 2.058
N -1.516 0.166 1.020
C -2.263 0.811 0.120
C -3.637 0.903 0.207
H -6.188 -0.456 1.959
H -6.278 0.462 0.447
H -6.065 1.301 1.981
H -3.970 -0.813 3.084
H -1.530 -0.907 2.776
H -1.730 1.268 -0.703
H -4.185 1.430 -0.564
*
```

Löwdin population analysis, charges in e, atoms 1 to 5: number 1, Cr, carries 0.409; number 2, Cl, carries 0.760; number 3, C, carries -0.665; number 4, C, carries -0.323; number 5, C, carries -0.665